Entry 1:
# C26H59BrF3N3O13S

A 7-piece molecular cluster, C26H59BrF3N3O13S overall in a non-equilibrium geometry (the ωB97M-V functional and the def2-TZVPD basis, OMol25).

The geometry in XYZ format:
```
106
Properties=species:S:1:pos:R:3:forces:R:3
Br 2.09678 -1.72284 -3.30289 -0.024 0.104 0.094
S 2.88753 1.69510 -1.23035 -0.135 0.134 0.401
F -0.00970 -4.88458 -0.61673 0.084 -0.129 -0.602
F 0.17047 -5.23289 1.48934 0.182 -0.378 0.422
F -1.30278 -3.86350 0.75894 -0.549 0.296 0.054
O -2.88199 -4.27371 -4.48554 0.017 -0.138 0.042
O -3.64462 7.95856 -1.37344 -0.057 -0.081 0.001
O 2.13838 0.76757 -2.28718 -0.177 0.030 0.281
O -3.07052 6.01729 1.03180 0.048 -0.014 -0.087
O 7.32839 -4.34440 2.14725 0.040 0.051 -0.045
O -5.31670 -0.35637 -2.04037 0.334 -0.308 0.429
O 3.00169 2.94670 -1.89735 -0.029 0.403 -0.356
O -1.43077 3.27559 0.67027 0.028 0.219 -0.154
O 5.82003 -1.09137 3.31511 0.120 -0.003 0.077
O 4.08937 1.10994 -0.74136 0.219 -0.271 0.124
O -3.51873 0.67649 -2.92904 -0.034 0.027 0.192
O 1.01184 -2.73950 2.03452 0.138 0.027 -0.040
O -3.47409 -0.04647 -6.41394 0.058 0.024 0.201
N -0.18162 0.68176 -3.51150 0.086 -0.221 -0.019
N 2.06982 0.07103 1.80349 0.033 -0.152 0.031
N 5.58830 -2.70135 -0.93437 0.430 -0.469 0.249
C -0.20938 0.35984 1.00769 0.198 -0.184 0.007
C 0.65770 -2.08558 -0.30998 -0.199 -0.107 -0.060
C -0.05503 -4.28893 0.57551 0.183 0.086 0.201
C -0.06817 -0.22416 -2.37833 -0.110 0.503 -0.359
C 1.63563 1.78414 0.09429 0.685 -0.574 -0.685
C -3.15557 -0.94763 3.05928 -0.041 0.122 -0.235
C 1.78949 4.61003 2.64632 0.248 -0.294 0.095
C 3.94022 -1.68484 0.79205 0.577 0.244 -0.150
C -4.26546 -1.24599 2.05186 -0.117 -0.129 0.201
C -3.64636 -1.69891 -3.06174 -0.542 -0.034 -0.075
C -0.86079 -0.61693 1.98212 -0.556 0.144 0.133
C 0.48030 2.55005 -0.59735 -0.520 0.238 0.052
C 1.65474 3.10143 2.40226 0.115 0.141 0.239
C -4.41765 0.43768 0.10302 -0.124 0.251 0.400
C 1.29463 0.27180 0.58237 -0.502 0.545 0.498
C 2.39427 2.62993 1.13370 -0.121 0.534 0.181
C 1.63329 -0.89364 -0.45713 0.241 -0.192 -0.547
C 5.25531 -2.48076 0.46505 -0.540 0.509 -0.043
C 3.08097 -1.49320 -0.45550 0.210 -0.303 0.338
C -4.95660 0.00755 1.49070 0.269 -0.010 -0.197
C -5.45651 0.63234 -0.99762 -0.073 0.303 -0.200
C -4.13444 -0.33727 -2.68761 0.034 0.179 -0.303
C -0.33069 3.51898 0.23489 -0.083 -0.139 0.169
C 0.98699 -3.17716 0.69112 -0.063 -0.306 0.124
C -2.14080 0.05760 2.50200 0.391 -0.274 0.438
C 1.40076 -0.39530 -1.93845 0.102 -0.490 -0.306
H 6.21034 -0.23899 3.09752 -0.031 0.010 0.013
H -2.57208 0.63636 1.69047 -0.088 0.163 0.084
H -5.38255 1.62584 -1.43341 0.036 0.025 -0.107
H -3.20401 -1.68809 -4.05068 0.132 -0.060 -0.041
H 2.77086 4.82368 3.06862 0.079 0.092 -0.061
H 1.60993 0.57177 2.55726 0.036 0.077 -0.017
H 1.70979 5.17355 1.71964 -0.149 0.139 -0.012
H -0.24786 1.89522 -1.05795 0.029 -0.215 0.049
H -2.64645 -1.88262 3.30086 0.050 -0.041 0.108
H -3.83398 -1.82675 1.23269 -0.078 -0.060 -0.107
H -0.27588 1.31496 1.52062 -0.053 0.156 -0.049
H 4.23200 -0.71324 1.17024 -0.068 0.039 0.049
H -0.88839 0.43920 0.16579 -0.057 0.114 -0.044
H -5.00762 -1.88886 2.52667 -0.001 -0.095 0.012
H 1.04981 4.95988 3.36218 -0.092 0.090 -0.030
H -3.57717 8.57248 -2.11045 0.059 -0.012 0.002
H -6.46346 0.51225 -0.61000 -0.097 -0.146 -0.097
H -3.68267 -0.30043 -0.21705 0.058 -0.014 -0.156
H 6.08012 -1.91466 0.88997 0.045 -0.002 0.110
H -0.08847 1.64852 -3.23110 0.070 0.017 -0.038
H 2.99723 -2.47117 -0.92322 -0.287 -0.084 -0.062
H -2.90669 -2.00907 -2.32374 0.109 0.016 0.014
H -1.09013 0.57747 -3.94376 -0.068 0.017 0.147
H -0.23878 -0.87858 2.83571 0.117 -0.002 -0.107
H 5.22634 -3.42166 1.01042 0.050 -0.222 -0.230
H 6.56030 -1.70947 3.30299 -0.058 -0.062 0.019
H -4.58737 7.78740 -1.28065 0.007 0.006 0.045
H 7.35517 -4.03792 1.23297 -0.035 -0.009 -0.006
H 5.69135 -1.83782 -1.44557 -0.083 -0.004 -0.077
H 2.73928 3.52515 0.60925 -0.087 0.064 -0.104
H 3.70645 -0.95304 -1.14979 -0.103 0.147 -0.064
H 1.91943 -3.68535 0.44034 0.173 0.178 -0.106
H -4.46433 -2.41079 -3.02220 0.025 -0.105 -0.069
H -2.97850 6.36197 0.13571 -0.014 0.148 0.022
H 0.60155 2.83072 2.43271 -0.067 -0.061 -0.173
H 3.43845 -2.17677 1.62168 -0.074 -0.129 -0.030
H 7.84958 -5.15281 2.15196 0.016 0.015 0.028
H -3.87910 1.37745 0.21766 0.139 0.019 -0.078
H -1.16518 -1.55126 1.51458 0.130 -0.006 0.035
H -0.44352 -1.18521 -2.71122 -0.009 -0.160 0.155
H 4.94861 -3.31677 -1.41335 -0.081 0.125 -0.088
H -2.59561 5.17885 1.02337 -0.003 -0.164 0.020
H 2.01068 -0.90530 2.07201 -0.031 0.106 -0.059
H -3.42912 0.37088 -5.54432 -0.061 0.037 -0.034
H -3.70284 -4.72183 -4.71321 -0.002 0.037 -0.043
H -0.67798 0.07730 -1.52836 -0.004 -0.022 0.051
H -4.79196 0.83453 2.18211 -0.146 0.017 0.129
H -0.36550 -1.75770 -0.15937 0.034 0.081 0.035
H 1.66584 -3.25435 2.51687 -0.057 -0.146 0.043
H 0.63976 -2.61613 -1.26186 0.142 0.020 -0.131
H -3.58764 -0.58478 3.99264 -0.097 0.094 -0.013
H 3.29942 2.10947 1.42260 -0.015 -0.219 -0.043
H -6.03329 -0.15007 1.45302 -0.077 -0.045 -0.117
H 2.10646 2.60564 3.26196 -0.096 -0.165 0.049
H 0.88519 3.16778 -1.39896 0.196 0.052 0.038
H -1.85766 0.76132 3.28736 -0.003 0.183 -0.071
H 0.11180 4.51786 0.37823 0.024 0.047 0.066
H -2.55441 -0.18384 -6.66070 0.011 -0.019 -0.054
H -2.31356 -4.97318 -4.14746 0.032 0.024 -0.019
```
Positions in Å, forces in eV/Å.

**Strongest force on any atom**: 1.13 eV/A
**LUMO energy**: 0.26 eV
**Structure (SMILES)**: CCC[C@]1(CC=O)[C@@](N)(CCCCCCCCOC(C)=O)[C@@](CCCN)(C[C@@H](O)C(F)(F)F)[C@@](Br)(CN)OS1(=O)=O.O.O.O.O.O.O
**HOMO energy**: -9.01 eV

***

Entry 2:
# C26H59FN4O4S

A 4-piece molecular cluster, C26H59FN4O4S overall in a non-equilibrium geometry (the ωB97M-V functional and the def2-TZVPD basis, OMol25).

The geometry in XYZ format:
```
95
Properties=species:S:1:pos:R:3:forces:R:3
S -0.84767 2.08552 -4.71321 -3.325 3.306 -5.526
F -1.67036 2.70507 -3.29962 2.194 -1.763 -2.598
O -0.34623 3.33444 -5.48198 -0.748 -4.685 4.082
O 2.38742 2.55667 -4.40239 -0.384 -2.558 0.334
O 2.27986 3.64492 -1.17771 -0.601 -1.196 -1.759
O -1.93478 1.41009 -5.58237 3.886 1.230 4.294
N -0.95841 -5.25078 1.34961 -0.004 0.283 -0.299
N -5.50874 3.06666 -1.06483 0.304 -0.014 -0.135
N 0.40811 1.02273 -4.13145 -0.799 0.296 -0.850
N 6.13234 -0.39106 2.33503 0.344 0.059 0.125
C -7.75700 4.13220 -0.81053 0.003 -0.006 0.135
C 6.90638 -0.17477 3.56035 0.032 -0.258 -0.082
C -0.71541 -7.59365 2.19025 -0.101 0.017 0.093
C 1.75203 1.28292 -4.77432 2.454 -0.347 -0.673
C 4.42649 1.51030 2.19349 -0.206 0.284 0.032
C 6.14334 0.26410 4.80818 0.017 0.125 0.191
C 0.01621 4.96354 -0.97756 -0.050 -0.228 -0.651
C -4.63503 2.26893 -1.92947 -0.103 0.180 -0.153
C -1.33837 -1.00515 -1.44449 4.863 2.176 -8.374
C -0.03051 -6.28045 1.82241 -0.274 -0.016 -0.133
C -5.24493 2.95006 0.37025 -0.173 0.358 -0.012
C 0.65678 -3.27341 1.51392 0.082 0.225 -0.001
C -1.66735 -4.42050 3.66330 -0.053 0.179 0.306
C -4.87994 0.76256 -1.98220 0.103 -0.186 -0.069
C 5.15708 -1.47838 2.44156 0.192 0.113 -0.215
C 2.55146 2.33011 -1.78986 0.010 -0.713 0.046
C -6.91547 3.04413 -1.47144 0.203 0.231 0.120
C -0.29702 -4.12697 0.68107 0.065 -0.291 -0.080
C -0.79728 -0.73211 -2.72317 -2.883 -1.872 8.316
C 4.61068 -1.93943 1.09332 -0.046 0.083 -0.069
C 0.01195 -0.43584 -4.15404 -0.897 -1.732 1.735
C -2.04395 -4.88585 2.26125 -0.141 -0.364 -0.051
C 3.30432 2.41523 -3.26080 0.852 1.152 1.144
C 5.67873 0.82505 1.65828 -0.027 -0.192 -0.268
C 1.27384 4.41053 -1.93150 -1.037 1.524 -0.173
C -5.81579 1.74000 1.10099 -0.009 -0.251 0.274
H 3.94423 3.42233 -3.22633 -1.541 -2.138 -0.214
H 0.11800 4.56503 0.12060 -0.215 0.813 -2.186
H 0.56119 -5.93172 2.67561 0.135 -0.039 0.137
H 5.64493 -2.34879 2.89843 0.126 0.298 0.085
H -2.56733 -4.37406 4.28732 0.102 -0.019 -0.082
H 0.97744 -1.13724 -4.12120 -2.024 1.921 0.083
H -1.34235 -7.95628 1.36870 0.066 0.124 0.105
H -4.16236 2.99092 0.54974 -0.123 -0.042 -0.323
H -1.42402 -1.12468 -0.26155 0.031 0.343 -3.405
H -6.97443 3.21386 -2.55406 0.291 -0.150 0.112
H 0.75307 3.81360 -2.80259 1.524 1.043 1.687
H 0.03807 -8.36003 2.40081 -0.081 0.137 0.000
H -4.72411 2.65975 -2.95132 -0.114 0.049 0.138
H -5.28175 0.82150 0.85093 -0.138 0.025 -0.029
H 1.21304 -2.60086 0.85492 0.000 -0.017 0.008
H 4.61094 2.01625 3.14288 -0.094 -0.105 -0.038
H 0.68249 -6.51049 1.02050 -0.124 0.314 -0.008
H -7.30751 5.12076 -0.95271 0.007 -0.170 0.033
H -7.37613 2.06846 -1.28295 -0.166 -0.116 -0.008
H 7.70607 0.54857 3.36412 -0.179 -0.004 -0.183
H 7.42955 -1.11000 3.79806 -0.147 -0.010 -0.135
H -0.59541 -0.77554 -5.09443 0.845 0.933 1.942
H 3.97715 -1.17691 0.62909 0.063 -0.075 0.003
H -4.56653 0.26992 -1.06068 -0.089 -0.026 -0.035
H -1.23219 -3.41951 3.65914 0.060 -0.117 0.052
H 3.99881 -2.83780 1.22735 0.052 0.140 0.016
H -3.58894 2.44612 -1.65464 -0.188 0.071 0.164
H 5.50357 0.58376 0.60254 -0.001 -0.124 0.089
H -8.75722 4.15119 -1.25621 0.129 -0.048 0.066
H 5.28177 -0.37654 5.01207 0.038 0.069 -0.047
H -5.92802 0.52106 -2.17586 0.048 0.027 0.063
H 0.11977 -2.64795 2.22843 0.084 -0.068 0.061
H 6.49629 1.55765 1.63117 0.012 -0.286 0.195
H 1.71507 1.14284 -5.95648 -0.067 0.860 2.503
H -6.88034 1.59164 0.89638 0.108 0.016 -0.027
H -5.71288 1.88392 2.18276 -0.019 0.005 -0.115
H 1.82515 5.37610 -2.35701 -1.177 -2.225 0.644
H -1.05322 -3.47325 0.23161 -0.107 -0.205 0.135
H 1.39002 -3.87912 2.05223 -0.086 0.039 0.003
H -7.87914 3.95598 0.26293 0.014 0.069 -0.101
H 4.32091 -1.20996 3.09611 -0.177 -0.055 0.074
H 4.09693 2.27691 1.48269 0.024 -0.076 0.071
H 2.47827 0.42309 -4.38407 -1.841 1.604 -0.664
H -4.29140 0.32634 -2.79420 -0.007 0.026 0.045
H -5.62977 3.85150 0.86299 -0.061 -0.055 -0.136
H -2.67476 -4.11833 1.79346 0.298 -0.087 -0.137
H -0.02102 6.13909 -1.00080 0.189 -2.380 0.225
H -0.96886 -5.10280 4.15698 -0.042 0.064 -0.084
H 0.26719 -4.52666 -0.17144 -0.074 -0.111 0.125
H 3.59258 0.81429 2.32502 0.095 0.029 0.010
H 6.80374 0.20572 5.67795 -0.029 -0.004 -0.038
H -2.71047 -5.75123 2.36301 0.162 -0.004 -0.048
H 3.30147 1.72532 -1.08505 -1.733 1.544 -1.304
H -1.00187 4.59010 -1.47306 2.205 0.725 1.298
H 5.42271 -2.18672 0.40125 -0.066 0.095 0.119
H 1.50893 1.76507 -1.83608 2.288 0.875 -0.150
H 4.11168 1.55241 -3.41249 -2.002 1.487 0.241
H 5.80628 1.29888 4.73239 -0.069 -0.091 0.025
H -1.33807 -7.49086 3.08470 0.036 -0.044 -0.116
```
Positions in Å, forces in eV/Å.

**Strongest force on any atom**: 9.93 eV/A
**LUMO energy**: -0.71 eV
**Structure (SMILES)**: C#CCN(COCCOCC)S(=O)(=O)F.CCN(CC)CC.CCN(CC)CC.CCN(CC)CC
**HOMO energy**: -7.88 eV